Here is a cluster of 2 separate species, C5H9IN in total in a non-equilibrium geometry from OMol25. Energies are from ωB97M-V/def2-TZVPD.

- total charge = +1
- energy above the lowest of the compared OMol25 structures with the same formula, charge and spin (eV) = 3.1234
- HOMO (eV) = -13.50
- LUMO level (eV) = -3.335

CARTESIAN COORDINATES (ANGSTROEM)
C (-1.70, 2.03, -0.03)
C (-2.48, 1.14, 0.27)
C (0.57, -1.41, -1.00)
C (1.12, -0.92, 1.47)
C (0.82, -0.62, 0.23)
N (0.69, 0.80, -0.13)
I (-3.45, -0.56, 0.34)
H (-1.43, 3.01, -0.33)
H (1.36, -1.41, -1.74)
H (-0.25, -0.84, -1.68)
H (0.43, -2.50, -1.00)
H (1.00, -1.97, 1.84)
H (1.49, -0.28, 2.24)
H (-0.38, 1.12, -0.02)
H (1.13, 0.89, -1.02)
H (1.09, 1.51, 0.55)

natural (NBO) analysis output, partial charges in e: atom 1 (C): -0.427, atom 2 (C): -0.178, atom 3 (C): -0.693, atom 4 (C): -0.363, atom 5 (C): 0.125, atom 6 (N): -0.743, atom 7 (I): 0.435, atom 8 (H): 0.290, atom 9 (H): 0.255, atom 10 (H): 0.222, atom 11 (H): 0.280, atom 12 (H): 0.243, atom 13 (H): 0.228, atom 14 (H): 0.453, atom 15 (H): 0.433, atom 16 (H): 0.440



Here is the ion C5H9INO with charge +1 in a non-equilibrium geometry from OMol25. Energies are from ωB97M-V/def2-TZVPD.

- total charge = +1
- SMILES = C=C/[N+](OC)=C(/C)I
- energy above the lowest of the compared OMol25 structures with the same formula, charge and spin (eV) = 3.4629
- HOMO (eV) = -14.03
- LUMO level (eV) = -4.803

CARTESIAN COORDINATES (ANGSTROEM)
C (-0.05, 2.61, 0.84)
C (0.77, 1.77, 0.12)
C (1.66, -0.36, 0.13)
C (1.17, -2.16, 0.41)
C (-1.26, -0.48, -0.75)
N (0.63, 0.40, 0.11)
O (-0.58, -0.05, 0.44)
I (3.69, 0.06, 0.02)
H (0.05, 3.66, 0.84)
H (-0.72, 2.27, 1.59)
H (1.51, 2.17, -0.53)
H (1.71, -2.65, -0.37)
H (0.18, -1.98, 0.12)
H (1.36, -2.62, 1.35)
H (-0.90, -1.49, -1.25)
H (-1.30, 0.35, -1.46)
H (-2.31, -0.60, -0.33)

natural (NBO) analysis output, partial charges in e: atom 1 (C): -0.276, atom 2 (C): -0.111, atom 3 (C): 0.174, atom 4 (C): -0.507, atom 5 (C): -0.305, atom 6 (N): -0.122, atom 7 (O): -0.316, atom 8 (I): 0.416, atom 9 (H): 0.233, atom 10 (H): 0.222, atom 11 (H): 0.238, atom 12 (H): 0.227, atom 13 (H): 0.207, atom 14 (H): 0.253, atom 15 (H): 0.208, atom 16 (H): 0.214, atom 17 (H): 0.243



Here is a structure of composition C5H9LiO3 in a non-equilibrium geometry from OMol25. Energies are from ωB97M-V/def2-TZVPD.

- energy above the lowest of the compared OMol25 structures with the same formula, charge and spin (eV) = 2.6927
- HOMO (eV) = -6.41
- LUMO level (eV) = 0.213

CARTESIAN COORDINATES (ANGSTROEM)
H (2.36, -2.80, -0.28)
O (1.03, 0.50, 0.20)
O (1.32, -0.51, -1.71)
C (0.56, 0.06, -0.94)
O (-0.75, -0.04, -0.98)
C (0.16, 1.18, 1.14)
C (1.02, 1.68, 2.28)
H (-0.34, 2.00, 0.61)
H (-0.60, 0.48, 1.49)
H (1.82, 2.33, 1.92)
H (0.38, 2.25, 2.96)
H (1.45, 0.84, 2.83)
Li (2.95, -1.22, -0.95)
C (-1.38, -1.17, -1.63)
C (-2.68, -1.37, -1.47)
H (-0.80, -1.50, -2.49)
H (-3.23, -1.89, -2.25)
H (-3.25, -0.82, -0.72)

natural (NBO) analysis output, partial charges in e: atom 1 (H): -0.787, atom 2 (O): -0.491, atom 3 (O): -0.695, atom 4 (C): 1.023, atom 5 (O): -0.523, atom 6 (C): -0.069, atom 7 (C): -0.630, atom 8 (H): 0.187, atom 9 (H): 0.198, atom 10 (H): 0.217, atom 11 (H): 0.223, atom 12 (H): 0.227, atom 13 (Li): 0.774, atom 14 (C): 0.123, atom 15 (C): -0.434, atom 16 (H): 0.218, atom 17 (H): 0.227, atom 18 (H): 0.214



Here is a structure of composition C5H9MgO3Sr in a non-equilibrium geometry from OMol25. Energies are from ωB97M-V/def2-TZVPD.

- spin multiplicity = 2
- energy above the lowest of the compared OMol25 structures with the same formula, charge and spin (eV) = 0.0000
- HOMO (alpha / beta) (eV) = -4.13 / -6.17
- LUMO level (alpha / beta) (eV) = 0.101 / -0.361

CARTESIAN COORDINATES (ANGSTROEM)
O (-0.38, 1.14, 1.91)
Mg (-1.16, -0.53, 2.63)
C (0.59, 3.01, 0.84)
C (0.28, 1.70, 0.96)
O (0.63, 0.76, -0.03)
C (1.18, 1.21, -1.26)
C (1.51, -0.02, -2.07)
O (0.35, -0.86, -2.08)
C (0.41, -1.90, -3.05)
Sr (-0.79, -1.23, -0.11)
H (0.85, 3.47, -0.11)
H (0.71, 3.59, 1.75)
H (2.11, 1.78, -1.08)
H (0.46, 1.85, -1.78)
H (2.35, -0.58, -1.64)
H (1.76, 0.27, -3.10)
H (-0.44, -2.57, -2.87)
H (0.32, -1.46, -4.06)
H (1.35, -2.46, -2.96)

natural (NBO) analysis output, partial charges in e: atom 1 (O): -1.010, atom 2 (Mg): 0.267, atom 3 (C): -0.709, atom 4 (C): 0.628, atom 5 (O): -0.657, atom 6 (C): -0.096, atom 7 (C): -0.092, atom 8 (O): -0.651, atom 9 (C): -0.273, atom 10 (Sr): 0.774, atom 11 (H): 0.197, atom 12 (H): 0.226, atom 13 (H): 0.214, atom 14 (H): 0.196, atom 15 (H): 0.194, atom 16 (H): 0.199, atom 17 (H): 0.211, atom 18 (H): 0.190, atom 19 (H): 0.190



Here is the ion C5H9N with charge -1 in a non-equilibrium geometry from OMol25. Energies are from ωB97M-V/def2-TZVPD.

- total charge = -1
- spin multiplicity = 2
- energy above the lowest of the compared OMol25 structures with the same formula, charge and spin (eV) = 0.8667
- HOMO (alpha / beta) (eV) = 0.17 / -2.10
- LUMO level (alpha / beta) (eV) = 4.533 / 4.493

CARTESIAN COORDINATES (ANGSTROEM)
N (-0.12, 1.77, -0.85)
C (-0.98, 0.83, -0.15)
C (-2.31, 0.83, -0.59)
C (1.79, -1.54, 1.02)
C (0.98, -0.55, 0.22)
C (-0.23, -0.08, 0.69)
H (0.65, 1.27, -1.30)
H (-0.58, 2.18, -1.66)
H (-2.42, 1.04, -1.66)
H (-3.16, 0.76, 0.10)
H (2.00, -2.44, 0.42)
H (1.31, -1.82, 1.97)
H (2.76, -1.08, 1.25)
H (1.18, -0.65, -0.90)
H (-0.87, -0.53, 1.47)

natural (NBO) analysis output, partial charges in e: atom 1 (N): -0.836, atom 2 (C): 0.138, atom 3 (C): -0.774, atom 4 (C): -0.622, atom 5 (C): -0.397, atom 6 (C): -0.352, atom 7 (H): 0.342, atom 8 (H): 0.332, atom 9 (H): 0.162, atom 10 (H): 0.177, atom 11 (H): 0.174, atom 12 (H): 0.182, atom 13 (H): 0.174, atom 14 (H): 0.134, atom 15 (H): 0.165



Here is an isolated molecule of C5H9N in a non-equilibrium geometry from OMol25. Energies are from ωB97M-V/def2-TZVPD.

- SMILES = C=C/C(C)=C/N
- energy above the lowest of the compared OMol25 structures with the same formula, charge and spin (eV) = 2.2575
- HOMO (eV) = -8.13
- LUMO level (eV) = 0.915

CARTESIAN COORDINATES (ANGSTROEM)
C (-0.30, -1.18, 1.04)
N (-0.41, 1.76, 1.53)
C (0.00, 1.22, 0.22)
C (-0.03, -0.10, -0.01)
C (0.12, -0.73, -1.26)
C (0.65, -0.08, -2.34)
H (0.14, -0.88, 2.09)
H (0.13, -2.24, 1.02)
H (-1.40, -1.35, 1.28)
H (-0.67, 1.00, 2.08)
H (0.50, 2.08, 1.94)
H (0.17, 1.85, -0.64)
H (-0.25, -1.75, -1.31)
H (0.90, 1.00, -2.28)
H (0.46, -0.61, -3.35)

natural (NBO) analysis output, partial charges in e: atom 1 (C): -0.669, atom 2 (N): -0.805, atom 3 (C): 0.015, atom 4 (C): -0.131, atom 5 (C): -0.200, atom 6 (C): -0.393, atom 7 (H): 0.204, atom 8 (H): 0.237, atom 9 (H): 0.224, atom 10 (H): 0.359, atom 11 (H): 0.360, atom 12 (H): 0.195, atom 13 (H): 0.207, atom 14 (H): 0.194, atom 15 (H): 0.206



Here is a structure of composition C5H9N from OMol25. Energies are from ωB97M-V/def2-TZVPD.

- energy above the lowest of the compared OMol25 structures with the same formula, charge and spin (eV) = 2.8189
- HOMO (eV) = -9.04
- LUMO level (eV) = 0.988

CARTESIAN COORDINATES (ANGSTROEM)
C (-1.48, -0.33, -0.93)
C (-0.16, -0.09, -0.22)
C (0.28, 1.26, 0.36)
N (1.34, 0.34, 0.93)
C (0.18, -0.62, 1.17)
C (1.37, -0.26, -0.46)
H (-1.67, -1.39, -1.13)
H (-1.59, 0.24, -1.85)
H (-2.26, 0.02, -0.24)
H (0.67, 2.01, -0.34)
H (-0.38, 1.72, 1.10)
H (-0.48, -0.34, 1.99)
H (0.49, -1.67, 1.25)
H (1.80, -1.27, -0.47)
H (1.88, 0.38, -1.18)

natural (NBO) analysis output, partial charges in e: atom 1 (C): -0.627, atom 2 (C): -0.053, atom 3 (C): -0.242, atom 4 (N): -0.364, atom 5 (C): -0.242, atom 6 (C): -0.237, atom 7 (H): 0.217, atom 8 (H): 0.217, atom 9 (H): 0.215, atom 10 (H): 0.185, atom 11 (H): 0.184, atom 12 (H): 0.184, atom 13 (H): 0.185, atom 14 (H): 0.188, atom 15 (H): 0.188